1.
{
  "formula": "C2H9N2S",
  "method": "ωB97M-V with the def2-TZVPD basis set",
  "symbols": ["C", "C", "N", "N", "S", "H", "H", "H", "H", "H", "H", "H", "H", "H"],
  "xyz": [[-0.785, -1.484, -0.478], [0.589, -1.252, -0.516], [1.142, -0.142, -0.172], [-0.838, 1.603, 0.439], [2.761, 0.236, 0.201], [-1.110, -2.088, 0.315], [-1.030, -1.907, -1.493], [-1.329, -0.530, -0.402], [1.220, -2.134, -0.574], [0.165, 1.092, 0.113], [-0.890, 2.611, 0.317], [-1.004, 1.445, 1.489], [-1.523, 1.063, 0.049], [2.632, 1.488, 0.713]],
  "forces_ev_per_angstrom": [[-2.5, 1.3, -1.9], [1.8, -7.5, -2.0], [4.5, 10.7, 3.0], [3.0, 1.1, 3.9], [-2.3, -1.9, -0.6], [-0.8, -1.3, 1.1], [-0.4, 0.0, 1.1], [-0.1, -0.7, -0.2], [0.0, -0.1, -0.3], [-0.7, -0.4, 0.4], [-0.3, -0.1, -0.5], [0.7, 0.2, -1.7], [-2.6, -1.0, -1.9], [-0.5, -0.3, -0.2]],
  "homo_energy_ev": [-9.73, -14.24],
  "gap_ev": [6.12, 7.33],
  "fmax_ev_per_a": 11.96,
  "s2": 2.01,
  "spin_multiplicity": 3,
  "e_above_lowest_ev": 1.049,
  "charge": 1
}

***

2.
{
  "formula": "C2H9N2S2",
  "method": "ωB97M-V with the def2-TZVPD basis set",
  "symbols": ["C", "C", "N", "N", "S", "S", "H", "H", "H", "H", "H", "H", "H", "H", "H"],
  "xyz": [[1.528, 0.465, -0.714], [0.706, 0.703, 0.538], [-1.174, -1.344, -0.626], [-0.505, 1.163, 0.471], [0.127, 0.154, 3.573], [1.318, -0.107, 1.968], [0.899, 0.459, -1.620], [2.252, 1.312, -0.628], [2.038, -0.473, -0.727], [-0.743, -1.107, -1.515], [-1.408, -2.369, -0.726], [-1.367, 1.349, 1.043], [-0.762, 1.468, -0.445], [-2.129, -0.949, -0.584], [0.947, 0.553, 4.592]],
  "forces_ev_per_angstrom": [[-0.5, 1.8, 0.7], [-1.1, -2.1, 1.8], [-1.2, -1.8, 0.0], [-1.2, 1.6, -0.9], [-1.3, 0.0, 0.6], [1.4, 0.1, -0.9], [0.3, 0.6, 0.4], [-0.2, -0.7, -0.9], [0.5, -0.6, 0.5], [-0.4, 0.1, -0.1], [0.6, 1.3, 0.2], [2.1, -0.8, 0.6], [0.0, 0.1, -0.8], [0.8, 0.1, -0.3], [0.3, 0.2, -0.9]],
  "homo_energy_ev": -13.63,
  "gap_ev": 9.31,
  "fmax_ev_per_a": 2.99,
  "e_above_lowest_ev": 1.368,
  "charge": 1
}

***

3.
{
  "formula": "C2H9N2S2",
  "method": "ωB97M-V with the def2-TZVPD basis set",
  "symbols": ["C", "C", "N", "N", "S", "S", "H", "H", "H", "H", "H", "H", "H", "H", "H"],
  "xyz": [[-1.721, -0.101, -0.697], [-0.372, 0.181, -0.352], [0.112, -1.113, 1.252], [0.014, 1.272, 0.346], [2.815, 0.137, -0.663], [0.963, -0.439, -1.604], [-2.226, 0.854, -0.348], [-1.889, -0.013, -1.773], [-2.096, -1.017, -0.231], [1.118, -0.766, 1.361], [-0.432, -1.091, 2.118], [0.735, 1.882, 0.224], [-0.683, 1.535, 1.019], [0.372, -2.113, 1.009], [3.290, 0.793, -1.661]],
  "forces_ev_per_angstrom": [[-2.6, 1.4, 0.6], [6.4, 1.1, -0.6], [2.6, -1.8, -1.0], [-4.3, -2.5, -0.2], [-1.7, -1.4, 0.9], [-0.6, 0.8, 1.8], [-0.3, -1.5, 0.0], [0.3, -0.6, 0.0], [-0.2, 0.3, -0.4], [-2.1, 0.0, 0.5], [0.5, 0.0, -0.1], [2.8, 1.3, -0.7], [-0.1, 0.6, 0.2], [-1.2, 1.1, 0.4], [0.4, 1.1, -1.4]],
  "homo_energy_ev": -13.45,
  "gap_ev": 9.42,
  "fmax_ev_per_a": 6.49,
  "e_above_lowest_ev": 1.933,
  "charge": 1
}

***

4.
{
  "formula": "C2H9N3",
  "method": "ωB97M-V with the def2-TZVPD basis set",
  "symbols": ["C", "N", "C", "N", "N", "H", "H", "H", "H", "H", "H", "H", "H", "H"],
  "xyz": [[-1.566, -0.273, 0.484], [-0.641, -0.163, -0.621], [0.897, 0.335, -0.550], [1.076, 1.387, 0.373], [1.570, -0.845, -0.134], [-1.289, 0.420, 1.282], [-1.590, -1.291, 0.904], [-2.573, -0.013, 0.147], [-0.885, -0.744, -1.416], [1.162, 0.653, -1.563], [0.924, 1.094, 1.331], [0.485, 2.180, 0.162], [0.770, -1.231, 0.495], [1.659, -1.509, -0.894]],
  "forces_ev_per_angstrom": [[0.6, -0.1, -0.2], [0.8, 1.9, -1.3], [-3.3, -1.3, -0.4], [0.0, 0.3, 0.1], [-0.6, -1.2, 2.2], [-0.1, 0.0, 0.0], [-0.2, 0.1, 0.2], [0.0, 0.0, 0.2], [0.4, 0.2, 0.2], [-0.1, 0.0, 0.2], [0.1, 0.0, -0.1], [0.0, -0.1, 0.0], [2.5, 0.1, -1.2], [-0.1, 0.1, 0.0]],
  "homo_energy_ev": -7.84,
  "gap_ev": 8.86,
  "smiles": "CNC(N)N",
  "fmax_ev_per_a": 3.51,
  "e_above_lowest_ev": 1.468
}

***

5.
{
  "formula": "C2H9N3",
  "method": "ωB97M-V with the def2-TZVPD basis set",
  "symbols": ["C", "N", "H", "H", "H", "N", "C", "N", "H", "H", "H", "H", "H", "H"],
  "xyz": [[-2.106, -0.323, -1.868], [-1.286, -1.263, -1.666], [-2.842, 0.021, -1.138], [-2.020, 0.121, -2.853], [-1.383, -1.651, -0.730], [0.561, 1.325, 0.350], [0.605, 0.197, 1.258], [1.856, -0.535, 1.397], [0.365, 1.131, -0.619], [1.365, 1.922, 0.462], [0.329, 0.561, 2.247], [-0.147, -0.543, 1.018], [2.064, -1.034, 0.542], [2.639, 0.070, 1.602]],
  "forces_ev_per_angstrom": [[0.4, -0.4, -0.1], [0.1, -0.1, 0.3], [0.0, 0.1, -0.2], [-0.5, 0.4, 0.0], [-0.1, -0.1, 0.1], [-0.5, 0.1, 0.2], [0.4, 0.1, 0.4], [-0.1, -0.2, -0.1], [0.3, -0.3, 0.0], [0.0, 0.1, -0.2], [0.1, 0.1, 0.1], [-0.3, 0.0, -0.4], [0.1, 0.0, -0.1], [0.0, 0.1, 0.0]],
  "homo_energy_ev": -8.92,
  "gap_ev": 10.03,
  "smiles": "C=N.NCN",
  "fmax_ev_per_a": 0.64,
  "e_above_lowest_ev": 1.328
}

***

6.
{
  "formula": "C2H9N3",
  "method": "ωB97M-V with the def2-TZVPD basis set",
  "symbols": ["C", "C", "N", "H", "H", "H", "H", "H", "H", "H", "N", "N", "H", "H"],
  "xyz": [[-1.280, -0.953, 0.030], [1.132, -0.685, -0.453], [-0.185, -0.052, -0.352], [-0.337, 0.515, -1.227], [-2.210, -0.389, 0.015], [-1.089, -1.348, 1.028], [-1.365, -1.771, -0.688], [1.807, 0.031, -0.921], [1.069, -1.576, -1.081], [1.482, -0.922, 0.550], [-0.237, 1.417, 0.624], [0.801, 1.499, 1.306], [0.642, 2.250, 1.989], [-0.228, 1.985, -0.820]],
  "forces_ev_per_angstrom": [[0.1, 0.3, -0.2], [-0.2, 0.4, 0.1], [0.1, -0.1, -0.5], [-0.3, -0.5, 0.9], [0.0, 0.0, 0.1], [0.0, 0.0, 0.0], [0.1, 0.0, 0.1], [0.0, 0.0, 0.1], [0.0, 0.0, 0.2], [0.1, 0.0, 0.0], [-0.5, 0.1, -1.3], [0.4, 0.1, -0.5], [-0.2, -0.5, 0.1], [0.3, 0.3, 0.9]],
  "homo_energy_ev": -6.54,
  "gap_ev": 7.33,
  "fmax_ev_per_a": 1.43,
  "e_above_lowest_ev": 6.255
}

***

7.
{
  "formula": "C2H9N3",
  "method": "ωB97M-V with the def2-TZVPD basis set",
  "symbols": ["N", "C", "C", "N", "N", "H", "H", "H", "H", "H", "H", "H", "H", "H"],
  "xyz": [[-2.034, 0.001, 0.091], [-0.779, -0.639, -0.249], [0.467, 0.049, 0.354], [1.722, -0.624, 0.023], [0.479, 1.430, -0.075], [-1.977, 0.981, -0.170], [-2.171, -0.028, 1.097], [-0.818, -1.680, 0.086], [-0.691, -0.634, -1.342], [0.384, 0.050, 1.449], [1.768, -1.537, 0.458], [1.790, -0.757, -0.982], [1.265, 1.912, 0.344], [0.594, 1.475, -1.084]],
  "forces_ev_per_angstrom": [[-0.2, 0.1, 0.0], [0.2, 0.2, 0.3], [-0.1, -0.2, -0.2], [0.1, -0.1, 0.0], [0.0, 0.2, 0.0], [0.0, -0.1, 0.1], [0.0, 0.1, -0.1], [0.1, 0.0, -0.1], [0.1, -0.1, 0.0], [-0.1, -0.1, -0.1], [0.0, -0.1, 0.0], [0.0, -0.1, 0.1], [0.0, 0.0, -0.1], [0.0, 0.0, 0.0]],
  "homo_energy_ev": -8.77,
  "gap_ev": 9.89,
  "smiles": "NCC(N)N",
  "fmax_ev_per_a": 0.47,
  "e_above_lowest_ev": 0.200
}

***

8.
{
  "formula": "C2H9N3O",
  "method": "ωB97M-V with the def2-TZVPD basis set",
  "symbols": ["C", "C", "N", "N", "N", "O", "H", "H", "H", "H", "H", "H", "H", "H", "H"],
  "xyz": [[-0.072, -0.209, 0.170], [-1.339, 0.560, 0.371], [0.898, 0.235, -0.629], [1.270, 1.017, 1.327], [-0.425, -0.948, -1.825], [0.081, -1.371, 0.811], [-0.695, -1.566, 1.350], [1.666, -0.436, -0.624], [2.145, 0.530, 1.523], [1.524, 1.913, 0.913], [0.218, -1.705, -2.062], [-0.351, -0.262, -2.574], [-1.435, 0.816, 1.425], [-2.180, -0.048, 0.040], [-1.305, 1.473, -0.217]],
  "forces_ev_per_angstrom": [[0.7, 0.2, -0.5], [0.1, -0.1, 0.0], [-0.4, -0.2, 0.4], [0.1, 0.4, 0.8], [-0.6, -0.4, -0.5], [-0.1, 0.1, 0.0], [0.0, 0.1, -0.1], [-0.1, 0.0, 0.0], [0.0, 0.0, -0.1], [0.0, -0.1, -0.1], [0.1, 0.1, 0.0], [0.1, 0.0, 0.0], [0.0, 0.0, 0.0], [0.0, 0.0, 0.0], [0.0, 0.0, 0.0]],
  "homo_energy_ev": -7.90,
  "gap_ev": 8.67,
  "fmax_ev_per_a": 0.93,
  "e_above_lowest_ev": 5.599
}

***

Repeat the eighth record exactly.
{
  "formula": "C2H9N3O",
  "method": "ωB97M-V with the def2-TZVPD basis set",
  "symbols": ["C", "C", "N", "N", "N", "O", "H", "H", "H", "H", "H", "H", "H", "H", "H"],
  "xyz": [[-0.072, -0.209, 0.170], [-1.339, 0.560, 0.371], [0.898, 0.235, -0.629], [1.270, 1.017, 1.327], [-0.425, -0.948, -1.825], [0.081, -1.371, 0.811], [-0.695, -1.566, 1.350], [1.666, -0.436, -0.624], [2.145, 0.530, 1.523], [1.524, 1.913, 0.913], [0.218, -1.705, -2.062], [-0.351, -0.262, -2.574], [-1.435, 0.816, 1.425], [-2.180, -0.048, 0.040], [-1.305, 1.473, -0.217]],
  "forces_ev_per_angstrom": [[0.7, 0.2, -0.5], [0.1, -0.1, 0.0], [-0.4, -0.2, 0.4], [0.1, 0.4, 0.8], [-0.6, -0.4, -0.5], [-0.1, 0.1, 0.0], [0.0, 0.1, -0.1], [-0.1, 0.0, 0.0], [0.0, 0.0, -0.1], [0.0, -0.1, -0.1], [0.1, 0.1, 0.0], [0.1, 0.0, 0.0], [0.0, 0.0, 0.0], [0.0, 0.0, 0.0], [0.0, 0.0, 0.0]],
  "homo_energy_ev": -7.90,
  "gap_ev": 8.67,
  "fmax_ev_per_a": 0.93,
  "e_above_lowest_ev": 5.599
}